{"formula": "C33H28MnN5O6P2SSe2", "method": "wB97M-V/def2-TZVPD", "spin_multiplicity": 6, "lumo_ev": [2.03, 2.03], "total_energy_ev": -245843.20912, "charge": -1, "de_lowest_kcal_mol": 0.0, "s2": 8.756, "species": ["Mn", "O", "S", "O", "O", "O", "Se", "P", "C", "C", "C", "C", "C", "C", "C", "C", "C", "C", "C", "C", "C", "C", "N", "N", "N", "P", "Se", "C", "C", "C", "C", "C", "C", "C", "C", "C", "C", "C", "C", "H", "H", "H", "H", "H", "H", "H", "H", "H", "H", "H", "H", "H", "H", "H", "H", "H", "H", "H", "H", "O", "C", "N", "C", "O", "C", "C", "C", "C", "N", "C", "H", "H", "H", "H", "H", "H", "H", "H"], "coordinates": [[3.06, 1.12, -0.88], [4.14, 3.76, 0.53], [4.73, 3.06, -0.62], [5.98, 3.62, -1.07], [4.90, 1.58, -0.25], [3.68, 2.93, -1.70], [-2.77, -1.36, -3.55], [-2.66, -0.28, -1.74], [-3.07, -1.35, -0.32], [-4.10, -1.09, 0.58], [-4.38, -1.99, 1.60], [-3.63, -3.16, 1.73], [-2.61, -3.43, 0.83], [-2.35, -2.54, -0.20], [-3.79, 1.14, -1.61], [-4.69, 1.38, -2.63], [-5.58, 2.44, -2.54], [-5.57, 3.26, -1.43], [-4.66, 3.03, -0.40], [-3.77, 1.97, -0.49], [-1.04, 0.46, -1.43], [0.28, -0.04, -1.43], [1.06, 1.07, -1.30], [0.31, 2.15, -1.24], [-0.96, 1.80, -1.31], [1.26, -1.56, -1.51], [3.34, -1.23, -1.64], [0.59, -2.57, -2.85], [0.80, -2.07, -4.14], [0.30, -2.76, -5.24], [-0.37, -3.96, -5.06], [-0.55, -4.48, -3.79], [-0.07, -3.78, -2.69], [0.98, -2.46, 0.03], [1.43, -3.77, 0.16], [1.36, -4.42, 1.38], [0.85, -3.75, 2.50], [0.41, -2.44, 2.38], [0.48, -1.80, 1.15], [-4.69, -0.19, 0.49], [-5.18, -1.78, 2.30], [-3.85, -3.85, 2.53], [-2.03, -4.33, 0.91], [-1.58, -2.76, -0.93], [-4.69, 0.73, -3.50], [-6.28, 2.62, -3.35], [-6.26, 4.09, -1.36], [-4.63, 3.68, 0.46], [-3.04, 1.81, 0.30], [1.33, -1.15, -4.28], [0.45, -2.35, -6.23], [-0.75, -4.50, -5.92], [-1.07, -5.41, -3.64], [-0.23, -4.18, -1.69], [1.87, -4.28, -0.69], [1.71, -5.44, 1.47], [0.79, -4.26, 3.45], [0.01, -1.92, 3.23], [0.12, -0.78, 1.06], [1.66, 6.54, 2.44], [2.74, 5.97, 3.15], [2.91, 4.57, 2.88], [2.61, 3.61, 3.79], [2.26, 3.80, 4.94], [2.79, 2.23, 3.24], [3.42, 1.24, 3.96], [3.65, 0.01, 3.37], [3.24, -0.18, 2.06], [2.56, 0.75, 1.38], [2.35, 1.92, 1.96], [1.73, 6.26, 1.52], [2.52, 6.09, 4.21], [3.67, 6.48, 2.90], [3.36, 4.29, 2.00], [3.75, 1.45, 4.97], [4.18, -0.78, 3.89], [3.44, -1.11, 1.53], [1.82, 2.66, 1.36]], "mulliken_spin": [4.808, 0.004, -0.009, 0.005, 0.055, 0.058, 0.000, 0.002, 0.000, 0.000, 0.000, 0.000, 0.000, 0.001, 0.000, 0.000, 0.000, 0.000, 0.000, -0.001, 0.006, -0.032, 0.003, 0.015, 0.008, 0.027, 0.065, -0.002, 0.005, 0.001, 0.001, 0.000, 0.005, -0.016, 0.001, 0.003, 0.001, 0.000, 0.004, 0.000, 0.000, 0.000, 0.000, 0.000, 0.000, 0.000, 0.000, 0.000, 0.001, -0.001, 0.000, 0.000, 0.000, 0.000, 0.001, 0.000, 0.000, 0.000, -0.003, 0.000, 0.000, 0.001, -0.003, 0.000, -0.006, 0.005, -0.002, 0.042, -0.035, 0.018, 0.000, 0.000, 0.000, -0.003, 0.001, -0.001, -0.007, -0.024]}

***

{"formula": "C6H11N3", "method": "wB97M-V/def2-TZVPD", "lumo_ev": 0.86, "total_energy_ev": -10868.09200, "de_lowest_kcal_mol": 62.9, "species": ["C", "C", "C", "C", "C", "C", "H", "H", "H", "H", "H", "H", "H", "H", "H", "H", "H", "N", "N", "N"], "coordinates": [[1.42, 0.33, -0.43], [0.06, 0.79, -0.82], [0.71, 0.34, 0.98], [-0.23, -0.79, 0.82], [-0.67, -1.77, 1.56], [-0.75, -0.56, -0.57], [2.23, 2.08, -0.25], [2.64, 1.43, -1.59], [1.67, -0.64, -0.96], [-0.17, 1.24, -1.81], [-0.92, 1.61, 0.83], [1.34, 0.38, 1.82], [-0.46, -1.85, 2.65], [-1.41, -2.39, 1.06], [-0.54, -1.34, -1.30], [-2.63, -0.58, -1.54], [-2.64, -0.75, 0.25], [2.57, 1.19, -0.59], [-0.01, 1.53, 0.45], [-2.22, -0.24, -0.57]], "lowdin_charge": [-0.327, -0.259, -0.183, -0.286, 0.061, -0.307, 0.066, 0.079, 0.160, 0.153, 0.090, 0.133, 0.085, 0.068, 0.136, 0.118, 0.072, 0.047, 0.078, 0.019]}

***

{"formula": "C2H7OS", "method": "wB97M-V/def2-TZVPD", "lumo_ev": 3.57, "total_energy_ev": -15068.44535, "charge": -1, "de_lowest_kcal_mol": 68.3, "species": ["C", "S", "H", "H", "H", "H", "C", "O", "H", "H", "H"], "coordinates": [[-0.43, 1.45, 0.19], [-0.78, 0.39, 1.70], [-0.50, 0.67, -0.60], [-1.15, 2.30, 0.26], [0.51, 1.86, 0.07], [0.36, -0.18, 1.41], [1.44, -1.31, -1.83], [0.22, -0.86, -1.60], [2.04, -1.29, -0.89], [1.36, -2.62, -1.97], [2.04, -0.95, -2.83]], "lowdin_charge": [-0.473, 0.553, -0.019, 0.015, -0.007, -0.198, -0.526, -0.436, 0.003, 0.046, 0.042]}

***

{"formula": "C2H10O2S2", "method": "wB97M-V/def2-TZVPD", "lumo_ev": -4.64, "total_energy_ev": -27995.66334, "de_lowest_kcal_mol": 148.9, "species": ["C", "S", "S", "C", "H", "H", "H", "H", "H", "H", "H", "H", "O", "H", "H", "O"], "coordinates": [[1.41, 0.19, -1.90], [2.43, 0.23, -0.44], [-2.17, -0.47, -0.15], [-0.96, -1.62, 0.41], [0.41, -0.26, -1.74], [1.17, 1.26, -2.38], [1.76, -0.41, -2.68], [0.14, -1.47, 0.07], [-0.94, -1.59, 1.55], [-1.26, -2.65, -0.02], [-2.13, 2.81, 0.98], [-1.86, 1.21, 0.48], [-1.45, 2.12, 1.01], [1.92, -0.03, 1.72], [0.58, 0.62, 1.20], [0.96, 0.06, 1.88]], "lowdin_charge": [-0.550, 0.742, 0.706, -0.580, 0.010, 0.093, -0.001, 0.026, 0.058, 0.047, -0.003, -0.115, -0.236, -0.033, -0.039, -0.124]}